Model a:
This record from the OMol25 dataset describes a gas-phase ion, C4H10NS (charge -1). The level of theory is ωB97M-V/def2-TZVPD.

Last column: Mulliken charge in e.
Positions of all 16 atoms, in Å:
1 C 1.80066 1.18301 -0.39754  -0.86
2 N 0.80327 0.20698 -0.73674  -0.36
3 C -0.15785 -0.29771 0.27354  0.38
4 C -1.42437 0.49692 0.42720  -1.44
5 C -0.53999 -1.72965 -0.06259  -0.97
6 S -0.52778 -2.76253 1.44588  -0.70
7 H 2.32760 1.40282 -1.34985  0.33
8 H 1.40274 2.12552 0.03144  0.27
9 H 2.58978 0.89748 0.30832  0.26
10 H 0.33491 0.45584 -1.59634  0.23
11 H 0.34893 -0.14254 1.23198  0.24
12 H -2.04409 0.05120 1.25271  0.33
13 H -2.10327 0.63710 -0.40574  0.36
14 H -1.30380 1.45071 0.94064  0.38
15 H -1.54795 -1.71948 -0.54381  0.19
16 H 0.04121 -2.25567 -0.81909  0.34

Computed properties:
SMILES = CN[C@@H](C)C[S-]
Total charge = -1
Spin multiplicity = 1
Orbital gap = 0.2143 hartree
HOMO level = -2.1 eV
E_LUMO = 3.73 eV

Model b:
This record from the OMol25 dataset describes 2 unconnected molecules or ions with the total composition C4H10NS. The level of theory is ωB97M-V/def2-TZVPD.

Last column: Mulliken charge in e.
Positions of all 16 atoms, in Å:
1 C -0.84402 0.45515 -0.97930  -0.46
2 C -1.83009 0.11322 0.17716  -0.86
3 S -3.53347 -0.11193 -0.48489  -0.65
4 C 0.70515 0.22722 -0.74804  0.08
5 N 1.30601 0.89218 0.33863  -0.36
6 C 1.59156 -0.05758 1.44058  -0.60
7 H -0.99406 1.50634 -1.21688  0.23
8 H -1.15711 -0.15722 -1.82244  0.36
9 H -1.66202 -0.74560 0.84408  0.23
10 H -1.64802 0.85532 0.98669  0.27
11 H 0.96202 0.55064 -1.74196  0.32
12 H 1.01402 -1.72379 -1.19399  0.52
13 H 1.10521 -0.88272 -0.80767  -0.78
14 H 1.57270 -1.03772 0.99593  0.24
15 H 0.80087 0.03680 2.21993  0.24
16 H 2.61127 0.07970 1.99217  0.21

Computed properties:
Total charge = -1
Spin multiplicity = 1
Orbital gap = 0.1598 hartree
HOMO level = -2.4 eV
E_LUMO = 1.93 eV

It is model b that is the least stable of them.

Model a:
This record from the OMol25 dataset describes a molecular structure, C4H14N4. The level of theory is ωB97M-V/def2-TZVPD.

Last column: Mulliken charge in e.
Positions of all 22 atoms, in Å:
1 C -1.24320 -0.91009 0.74476  0.25
2 C -0.06806 0.05865 -1.65626  -1.01
3 C -0.39988 -0.65190 1.77671  -1.31
4 C -2.46687 -0.08760 0.48007  -1.12
5 H -1.15523 -1.84411 0.20537  0.46
6 H 0.85007 0.36543 1.05617  0.34
7 H -2.67308 0.02088 -0.58465  0.31
8 H -3.33507 -0.57530 0.93432  0.35
9 H -0.82520 -0.73479 -1.63701  0.28
10 H 0.41169 -0.09722 -2.61678  0.45
11 H -0.44031 1.07880 -1.62135  0.26
12 H 0.26780 -1.41979 2.14516  0.35
13 H -0.60178 0.17489 2.44825  0.38
14 H -2.37334 0.90444 0.92225  0.31
15 N 2.16217 -1.11056 -0.66735  -0.56
16 N 1.43273 2.15889 0.30253  -0.63
17 N 1.58973 0.14265 -0.80294  0.11
18 N 1.62132 0.76578 0.39114  -0.18
19 H 1.65367 -1.70538 -0.01085  0.23
20 H 2.22505 -1.54534 -1.57938  0.26
21 H 2.34685 2.59829 0.36363  0.25
22 H 1.02092 2.41336 -0.59380  0.24

Computed properties:
Spin multiplicity = 1
Orbital gap = 0.3259 hartree
HOMO level = -7.8 eV
E_LUMO = 1.04 eV

Model b:
This record from the OMol25 dataset describes 2 unconnected molecules or ions with the total composition C4H14N4. The level of theory is ωB97M-V/def2-TZVPD.

Last column: Mulliken charge in e.
Positions of all 22 atoms, in Å:
1 C -2.52104 0.34666 0.73242  -0.98
2 C -1.65212 -0.59532 0.34280  0.44
3 N -1.71024 -1.21543 -0.90251  -0.41
4 N -0.79548 -1.44989 1.36515  -0.24
5 N 0.48854 -1.80979 1.01724  -0.73
6 H -2.46651 0.78174 1.71738  0.25
7 H -3.31953 0.68863 0.09088  0.23
8 H -0.90730 -1.78101 -1.13757  0.20
9 H -2.37358 -0.81903 -1.55493  0.20
10 H -0.76614 -0.90051 2.21908  0.28
11 H 0.43216 -2.66482 0.46540  0.26
12 H 0.96698 -0.89232 0.42437  0.50
13 C 1.52129 0.62455 -1.63269  -0.96
14 N 1.01998 0.52721 -0.26834  -0.22
15 C 1.66027 1.46141 0.65051  -1.03
16 H 2.56363 0.30130 -1.65207  0.35
17 H 1.46664 1.64536 -2.02483  0.32
18 H 0.92648 -0.01789 -2.27987  0.28
19 H -0.01715 0.70600 -0.26163  0.27
20 H 2.71605 1.19424 0.74099  0.36
21 H 1.57540 2.50208 0.32011  0.37
22 H 1.19165 1.36681 1.62812  0.28

Computed properties:
SMILES = C=C(N)NN.CNC
Spin multiplicity = 1
Orbital gap = 0.3157 hartree
HOMO level = -7.8 eV
E_LUMO = 0.81 eV

It is model a that is the least stable of them.